1.
105
Properties=species:S:1:pos:R:3:mulliken_charge:R:1 method="wB97M-V/def2-TZVPD" charge=+1 e_homo_ev=-10.5
Bi 0.68 0.39 -0.24 2.56
C -3.17 -1.53 -0.98 -1.02
C -2.67 -2.94 -0.63 -1.52
As -0.89 -2.86 0.24 1.60
C -1.38 -3.31 2.07 -0.33
C -1.04 -2.43 3.09 -0.39
C -1.37 -2.72 4.41 -0.72
C -2.05 -3.89 4.71 -0.49
C -2.39 -4.78 3.69 -0.78
C -2.06 -4.49 2.38 -0.23
C -0.06 -4.55 -0.26 0.31
C 0.82 -5.14 0.64 -0.54
C 1.55 -6.27 0.29 -0.65
C 1.41 -6.81 -0.98 -0.69
C 0.53 -6.23 -1.89 -0.65
C -0.19 -5.10 -1.53 -0.38
As -1.98 -0.56 -2.22 1.15
C -1.30 -1.97 -3.38 0.34
C 0.07 -2.18 -3.44 -0.33
C 0.60 -3.14 -4.30 -0.51
C -0.25 -3.90 -5.09 -0.63
C -1.62 -3.71 -5.02 -0.68
C -2.15 -2.74 -4.18 -0.59
C -3.19 0.31 -3.47 0.41
C -4.55 0.52 -3.26 -0.76
C -5.30 1.24 -4.18 -0.58
C -4.70 1.77 -5.31 -0.56
C -3.34 1.56 -5.53 -0.65
C -2.59 0.84 -4.61 -0.81
H -3.22 -0.90 -0.09 0.49
H -4.18 -1.59 -1.39 0.69
H -2.60 -3.57 -1.51 0.53
H -3.36 -3.41 0.06 0.70
H -0.53 -1.51 2.85 0.49
H -1.11 -2.02 5.19 0.48
H -2.31 -4.12 5.73 0.40
H -2.91 -5.70 3.92 0.42
H -2.32 -5.19 1.59 0.40
H 0.93 -4.73 1.64 0.46
H 2.22 -6.73 1.00 0.43
H 1.97 -7.70 -1.26 0.39
H 0.41 -6.66 -2.88 0.46
H -0.86 -4.66 -2.26 0.06
H 0.74 -1.60 -2.83 0.17
H 1.67 -3.28 -4.34 0.46
H 0.16 -4.65 -5.76 0.45
H -2.28 -4.30 -5.64 0.42
H -3.22 -2.58 -4.15 0.38
H -5.04 0.14 -2.37 0.35
H -6.35 1.41 -3.99 0.44
H -5.28 2.34 -6.02 0.40
H -2.86 1.97 -6.42 0.43
H -1.53 0.69 -4.79 0.41
O 2.15 2.09 2.21 -0.56
S 1.35 1.11 2.89 1.50
O 0.67 1.45 4.10 -0.76
O 0.32 0.52 1.90 -0.41
C 2.40 -0.28 3.19 0.04
C 2.37 -0.88 4.43 -0.52
C 3.17 -1.99 4.68 -0.79
C 3.99 -2.48 3.68 -0.83
C 4.02 -1.88 2.43 -0.13
C 3.23 -0.76 2.17 0.30
P 3.28 0.02 0.52 0.26
C 4.56 1.28 0.47 0.44
C 5.85 0.98 0.92 -0.43
C 6.84 1.94 0.84 -0.71
C 6.55 3.19 0.33 -0.52
C 5.27 3.50 -0.11 -0.75
C 4.27 2.54 -0.04 -0.11
C 3.74 -1.31 -0.61 0.37
C 2.91 -2.44 -0.66 0.19
C 3.14 -3.44 -1.58 -0.47
C 4.20 -3.33 -2.48 -0.82
C 5.02 -2.21 -2.44 -0.83
C 4.80 -1.20 -1.51 -0.96
H 1.72 -0.48 5.20 0.61
H 3.16 -2.46 5.65 0.46
H 4.62 -3.35 3.87 0.47
H 4.65 -2.29 1.65 0.53
H 6.07 0.00 1.32 0.40
H 7.84 1.71 1.19 0.43
H 7.33 3.94 0.28 0.40
H 5.05 4.48 -0.50 0.44
H 3.26 2.78 -0.35 0.18
H 2.09 -2.55 0.04 0.04
H 2.49 -4.31 -1.60 0.27
H 4.39 -4.11 -3.20 0.47
H 5.85 -2.12 -3.13 0.43
H 5.44 -0.33 -1.50 0.43
C 0.40 2.63 -0.42 -1.49
C -1.08 2.80 -0.54 0.30
C -1.65 3.15 -1.77 -0.36
C -3.03 3.23 -1.91 -0.71
C -3.85 2.93 -0.83 0.61
C -3.30 2.59 0.40 -0.99
C -1.92 2.53 0.54 -0.17
C -5.28 2.93 -1.00 -0.09
N -6.42 2.90 -1.14 -0.54
H 0.82 3.04 0.50 0.59
H 0.93 3.01 -1.29 0.67
H -1.02 3.36 -2.62 0.38
H -3.46 3.48 -2.87 0.49
H -3.95 2.38 1.24 0.52
H -1.50 2.27 1.50 0.53

2.
109
Properties=species:S:1:pos:R:3:mulliken_charge:R:1 method="wB97M-V/def2-TZVPD" e_above_lowest_ev=0.274 charge=-1 e_homo_ev=-3.9
Na 0.67 0.59 0.03 1.17
N 1.10 1.00 4.65 0.29
C 1.92 0.20 3.88 0.43
C 3.10 -0.26 4.49 -1.08
C 3.95 -1.07 3.77 -0.72
C 3.58 -1.43 2.48 -1.34
C 2.39 -0.94 1.98 -1.12
N 1.58 -0.13 2.65 0.88
C -0.13 1.55 4.36 0.31
C -0.75 2.35 5.33 -1.03
C -1.99 2.88 5.06 -0.59
C -2.58 2.61 3.83 -1.14
C -1.89 1.81 2.94 -0.31
N -0.70 1.29 3.19 0.50
H 1.47 1.24 5.55 0.20
H 3.34 0.04 5.50 0.46
H 4.88 -1.41 4.20 0.42
H 4.21 -2.05 1.86 0.70
H 2.05 -1.21 0.99 1.11
H -0.25 2.55 6.27 0.46
H -2.49 3.51 5.79 0.38
H -3.54 3.02 3.57 0.56
H -2.30 1.57 1.97 0.64
C -0.60 1.33 -3.77 -0.54
C -1.01 2.79 -3.55 1.74
C -1.13 3.51 -4.90 -2.26
C -0.05 3.47 -2.59 0.89
C 0.92 4.34 -3.05 -0.71
C 1.80 4.99 -2.21 -1.65
C 1.68 4.79 -0.84 -0.55
C 0.75 3.91 -0.33 0.32
C 0.57 3.78 1.16 3.16
C -0.14 5.04 1.68 -1.73
C 1.88 3.56 1.91 -1.56
C -0.10 3.19 -1.20 -1.27
N -0.83 2.15 -0.67 1.94
C -2.14 2.03 -0.68 -0.13
C -3.08 3.05 -1.01 -0.99
C -4.44 2.83 -1.00 -0.84
C -4.97 1.61 -0.62 -0.98
C -4.10 0.60 -0.23 -0.92
C -2.75 0.82 -0.28 -0.47
F -1.93 -0.21 0.14 0.93
H -1.28 0.84 -4.46 0.42
H -0.64 0.80 -2.82 -0.53
H 0.41 1.27 -4.16 0.34
H -2.01 2.79 -3.09 -0.24
H -0.22 3.40 -5.49 0.37
H -1.34 4.57 -4.76 0.45
H -1.95 3.07 -5.48 0.49
H 1.00 4.53 -4.11 0.29
H 2.56 5.64 -2.60 0.37
H 2.32 5.35 -0.17 0.39
H -0.08 2.92 1.34 -1.34
H 0.48 5.91 1.48 0.34
H -0.32 4.98 2.75 0.41
H -1.09 5.17 1.17 0.34
H 2.49 4.46 1.87 0.52
H 2.43 2.75 1.45 -0.04
H 1.69 3.32 2.95 0.36
H -2.69 4.04 -1.25 0.51
H -5.11 3.63 -1.28 0.41
H -6.04 1.44 -0.61 0.40
H -4.46 -0.36 0.11 0.52
Cl -0.70 -1.86 2.54 0.17
C -1.86 -3.00 1.97 0.29
C -2.85 -3.48 2.82 -0.76
C -3.75 -4.41 2.34 -0.61
C -3.66 -4.87 1.04 -0.82
C -2.67 -4.38 0.20 -0.54
C -1.76 -3.44 0.65 -0.15
P -0.45 -2.66 -0.39 1.80
C -1.23 -3.05 -2.01 -0.01
C -2.07 -2.06 -2.51 -0.40
C -2.74 -2.23 -3.70 -0.61
C -2.57 -3.40 -4.43 -0.76
C -1.76 -4.40 -3.92 -0.81
C -1.10 -4.24 -2.72 -0.27
C 0.82 -3.98 -0.18 0.51
C 1.03 -4.53 1.09 -0.67
C 2.12 -5.34 1.32 -0.75
C 3.01 -5.64 0.30 -0.75
C 2.78 -5.13 -0.97 -0.97
C 1.71 -4.29 -1.20 -0.53
H -2.92 -3.10 3.82 0.51
H -4.53 -4.78 2.99 0.37
H -4.36 -5.61 0.68 0.39
H -2.63 -4.73 -0.82 0.40
H -2.19 -1.14 -1.96 0.07
H -3.39 -1.45 -4.07 0.51
H -3.07 -3.52 -5.38 0.38
H -1.65 -5.33 -4.47 0.44
H -0.47 -5.03 -2.34 0.53
H 0.35 -4.31 1.90 0.34
H 2.28 -5.75 2.32 0.42
H 3.88 -6.25 0.49 0.39
H 3.45 -5.38 -1.78 0.42
H 1.57 -3.87 -2.18 0.76
Cl 4.54 1.32 0.87 -0.22
C 4.25 0.21 -0.42 0.99
C 2.94 0.06 -0.86 -1.50
C 2.82 -0.88 -1.88 0.94
Cl 1.24 -1.17 -2.50 -0.01
C 3.88 -1.60 -2.42 -0.28
Cl 3.65 -2.76 -3.69 -0.16
C 5.16 -1.39 -1.94 0.61
Cl 6.50 -2.26 -2.60 -0.24
C 5.35 -0.47 -0.92 -0.57
Cl 6.95 -0.23 -0.29 -0.22

3.
105
Properties=species:S:1:pos:R:3:mulliken_charge:R:1 method="wB97M-V/def2-TZVPD" e_above_lowest_ev=0.019 charge=-1 e_homo_ev=-3.2
Cs -0.02 0.23 0.70 2.40
C 1.25 2.89 4.43 -0.94
C 1.49 3.99 3.40 -1.05
S 1.25 3.29 1.75 0.46
C 1.76 4.57 0.57 -0.86
C 0.58 5.03 -0.29 -1.19
S -0.27 3.61 -1.06 0.42
C -2.02 4.03 -0.77 -0.74
C -2.47 4.28 0.66 -0.95
S -2.52 2.80 1.71 0.11
C -1.97 3.59 3.26 -0.13
C -1.59 2.60 4.35 -0.93
S -0.06 1.65 4.14 0.13
H 1.09 3.33 5.42 0.41
H 2.14 2.26 4.50 0.41
H 2.51 4.36 3.51 0.50
H 0.81 4.83 3.56 0.33
H 2.53 4.12 -0.05 0.27
H 2.21 5.41 1.10 0.53
H 0.93 5.70 -1.07 0.52
H -0.14 5.57 0.32 0.35
H -2.55 3.18 -1.20 0.17
H -2.26 4.90 -1.38 0.48
H -3.46 4.72 0.64 0.58
H -1.81 5.00 1.15 0.31
H -2.79 4.22 3.63 0.47
H -1.13 4.23 3.01 -0.30
H -2.36 1.84 4.46 0.42
H -1.52 3.13 5.31 0.41
C -1.58 2.55 -6.77 -0.40
C -0.74 1.44 -6.75 -0.85
C -0.46 0.79 -5.56 -0.12
C -1.01 1.22 -4.35 -0.31
C -1.84 2.34 -4.38 0.29
C -2.13 3.00 -5.57 -1.01
C -0.67 0.50 -3.09 1.72
C -1.74 -0.11 -2.38 0.02
C -3.17 0.03 -2.69 -1.27
C -3.85 -0.60 -1.71 -1.11
C -2.84 -1.19 -0.80 -0.08
N -1.62 -0.88 -1.28 -0.68
C -3.11 -1.98 0.34 1.75
C -2.18 -2.64 1.20 -0.69
C -2.45 -3.78 2.09 -1.01
C -1.26 -4.15 2.63 -1.30
C -0.24 -3.23 2.09 -0.37
C 1.13 -3.22 2.39 2.03
C 1.58 -4.17 3.46 -0.13
C 1.05 -4.14 4.74 -0.20
C 1.48 -5.04 5.71 -0.83
C 2.45 -5.98 5.41 -0.38
C 2.99 -6.02 4.13 -0.79
C 2.56 -5.12 3.17 -0.17
C 2.18 -2.41 1.83 -0.51
N 2.06 -1.63 0.75 -0.54
C 3.20 -0.91 0.57 0.34
C 3.39 0.05 -0.45 2.10
C 4.68 0.81 -0.38 -0.73
C 5.68 0.65 -1.34 -0.09
C 6.87 1.37 -1.26 -0.81
C 7.08 2.26 -0.22 -0.40
C 6.09 2.43 0.75 -1.00
C 4.91 1.71 0.67 -0.10
C 2.54 0.41 -1.51 -0.06
C 2.79 1.44 -2.53 -1.33
C 1.68 1.52 -3.29 -0.96
C 0.71 0.57 -2.73 -0.40
N 1.30 -0.09 -1.72 -0.80
C 4.14 -1.30 1.61 -1.36
C 3.52 -2.23 2.38 -1.01
N -0.87 -2.38 1.25 0.08
C -4.54 -2.29 0.64 -0.15
C -5.38 -2.92 -0.29 -0.23
C -6.70 -3.21 0.02 -0.77
C -7.22 -2.89 1.26 -0.40
C -6.40 -2.28 2.20 -0.83
C -5.08 -1.98 1.89 -0.06
H -1.80 3.07 -7.69 0.37
H -0.30 1.09 -7.68 0.38
H 0.19 -0.07 -5.56 0.47
H -2.26 2.70 -3.45 0.36
H -2.78 3.87 -5.56 0.39
H -3.60 0.54 -3.54 0.50
H -4.92 -0.67 -1.60 0.52
H -3.40 -4.26 2.24 0.46
H -1.09 -4.99 3.29 0.46
H 0.29 -3.40 4.98 0.53
H 1.06 -5.00 6.71 0.37
H 2.79 -6.68 6.17 0.38
H 3.75 -6.75 3.88 0.37
H 2.98 -5.15 2.17 0.46
H 5.52 -0.05 -2.15 0.48
H 7.63 1.23 -2.01 0.38
H 8.00 2.82 -0.15 0.37
H 6.24 3.12 1.56 0.40
H 4.13 1.84 1.41 0.75
H 3.69 2.03 -2.64 0.41
H 1.51 2.19 -4.12 0.41
H 5.15 -0.93 1.75 0.46
H 3.93 -2.73 3.25 0.49
H -4.97 -3.19 -1.26 0.54
H -7.32 -3.71 -0.72 0.37
H -8.25 -3.13 1.50 0.37
H -6.79 -2.02 3.18 0.37
H -4.44 -1.50 2.62 0.48

Calculated values (eV) of energy for the records, taken in order: -209906.10105, -152159.76268, -104488.89978.
Calculated values (eV) of gap between HOMO and LUMO for the records, taken in order: 6.9, 5.9, 4.7.